No. 1
The following is a DFT calculation (wB97M-V/def2-TZVPD) of a molecular structure, C16H32AlBN3O7 in a non-equilibrium geometry.

## Properties
Orbital gap   7.59 eV
LUMO   2.692 eV

Geometry as ORCA input:
```
! RIJCOSX wB97M-V def2-TZVPD def2/J DEFGRID3
* xyz -1 1
C 1.954 -4.156 0.853
C 1.553 -2.902 0.838
C 2.564 -1.771 0.941
O 2.338 -1.216 2.246
Al 1.102 0.077 1.965
C -0.859 -0.381 2.365
C -1.671 -0.108 1.064
C -3.094 0.429 1.293
C -3.711 0.776 -0.108
N -5.139 0.370 -0.251
C -5.199 -0.888 -0.886
N -5.052 -1.011 -2.111
N -5.437 -2.081 -0.072
C 1.301 1.849 2.960
C 0.479 2.898 2.186
O 1.228 4.138 1.970
C 1.042 4.549 0.688
O 0.050 5.032 0.323
O 1.427 0.203 0.173
C 2.297 -0.795 -0.289
C 3.659 -0.142 -0.712
C 3.504 0.890 -1.821
O 4.574 1.837 -1.682
B 1.825 -1.656 -1.565
O 2.686 -2.600 -2.083
O 0.590 -1.575 -2.197
C 0.454 -0.479 -3.105
C -0.354 0.658 -2.446
H 1.425 -4.931 0.307
H 2.833 -4.382 1.452
H 0.500 -2.625 0.791
H 3.596 -2.149 1.010
H -1.220 0.200 3.221
H -0.974 -1.453 2.593
H -1.677 -0.984 0.405
H -1.145 0.684 0.515
H -3.740 -0.268 1.840
H -3.020 1.380 1.829
H -3.527 1.825 -0.355
H -3.145 0.197 -0.837
H -5.575 0.313 0.661
H -5.130 -2.002 -2.329
H -6.071 -1.809 0.679
H -4.549 -2.283 0.390
H 2.347 2.148 3.066
H 0.844 1.713 3.948
H 0.235 2.496 1.191
H -0.487 3.081 2.668
H 1.905 4.392 0.019
H 4.084 0.357 0.165
H 4.357 -0.902 -1.078
H 2.526 1.379 -1.753
H 3.606 0.440 -2.819
H 4.727 2.275 -2.527
H 3.369 -2.801 -1.427
H -0.104 -0.827 -3.981
H 1.417 -0.126 -3.492
H -0.872 0.206 -1.600
H -1.116 1.075 -3.110
H 0.285 1.427 -2.013
*
```

No. 2
The following is a DFT calculation (wB97M-V/def2-TZVPD) of 8 unconnected molecules or ions with the total composition C31H24Cl3O25 in a non-equilibrium geometry.

## Properties
Orbital gap   4.97 eV
LUMO   -0.648 eV

Geometry as ORCA input:
```
! RIJCOSX wB97M-V def2-TZVPD def2/J DEFGRID3
* xyz -1 1
Cl -2.583 -1.881 0.996
O -1.684 -2.441 0.070
O -3.968 -2.182 0.731
O -2.428 -2.183 2.386
O -2.439 -0.478 1.010
C 6.392 -4.624 -4.293
C 5.634 -5.659 -4.771
C 4.147 -5.450 -5.130
O 3.386 -6.314 -5.519
C 3.607 -4.153 -4.654
C 4.406 -3.206 -4.161
C 5.899 -3.324 -3.894
O 6.543 -2.477 -3.323
O 3.953 -1.967 -3.741
O 6.012 -6.952 -4.966
H 7.396 -4.936 -4.043
H 2.587 -3.824 -4.787
H 4.567 -1.366 -3.313
H 5.387 -7.440 -5.507
C 1.007 7.361 -2.603
C 1.815 7.492 -3.707
C 1.691 6.588 -4.966
O 2.316 6.674 -6.028
C 0.684 5.543 -4.798
C -0.076 5.425 -3.704
C -0.032 6.324 -2.480
O -0.838 6.263 -1.552
O -0.999 4.408 -3.558
O 2.712 8.466 -3.804
H 1.070 8.051 -1.774
H 0.479 4.821 -5.575
H -1.168 4.227 -2.631
H 3.376 8.282 -4.472
C 4.708 5.807 3.007
C 5.142 5.255 1.862
C 4.525 4.150 1.205
O 4.906 3.707 0.102
C 3.417 3.564 1.943
C 2.886 4.127 3.110
C 3.496 5.277 3.815
O 3.066 5.806 4.844
O 1.808 3.504 3.703
O 6.213 5.721 1.164
H 5.313 6.618 3.386
H 2.900 2.754 1.450
H 1.309 2.944 3.105
H 6.418 5.041 0.519
C 2.094 -7.552 3.251
C 3.217 -7.175 2.610
C 4.581 -7.811 2.918
O 5.576 -7.429 2.376
C 4.426 -8.876 3.995
C 3.312 -9.373 4.444
C 2.002 -8.670 4.200
O 1.018 -8.886 4.895
O 3.222 -10.490 5.253
O 3.274 -6.078 1.834
H 1.113 -7.196 2.974
H 5.270 -9.493 4.262
H 2.297 -10.738 5.179
H 2.399 -5.716 1.676
C -9.100 3.986 4.754
C -8.481 3.536 3.644
C -8.154 4.370 2.513
O -7.601 3.946 1.524
C -8.532 5.819 2.719
C -9.213 6.229 3.818
C -9.503 5.380 4.988
O -10.064 5.808 5.984
O -9.649 7.532 3.897
O -8.271 2.256 3.458
H -9.239 3.258 5.540
H -8.315 6.560 1.964
H -10.091 7.540 4.750
H -7.879 2.153 2.587
O -8.950 -4.656 0.091
H -8.072 -4.279 0.035
H -9.123 -4.723 1.030
C -3.610 -4.462 -5.406
Cl -5.338 -5.055 -5.295
Cl -3.131 -4.361 -7.132
H -3.472 -3.457 -5.006
H -2.972 -5.234 -4.977
*
```

No. 3
The following is a DFT calculation (wB97M-V/def2-TZVPD) of a molecular structure, C2H4N2O3S in a non-equilibrium geometry.

## Properties
Orbital gap   10.50 eV
LUMO   0.441 eV

Geometry as ORCA input:
```
! RIJCOSX wB97M-V def2-TZVPD def2/J DEFGRID3
* xyz 0 1
C 0.247 0.501 -0.810
C -0.054 -1.435 0.390
N -0.354 1.097 1.469
N 1.197 1.377 -1.033
O -2.456 -0.474 1.433
O -0.955 0.418 -1.001
O 0.844 -0.675 -0.281
S -1.086 -0.051 1.099
H -0.598 -2.085 -0.248
H 0.252 -2.201 1.082
H 0.827 2.319 -1.228
H 2.136 1.209 -0.872
*
```

No. 4
The following is a DFT calculation (wB97M-V/def2-TZVPD) of a molecular structure, C61H47IrN6O4 in a non-equilibrium geometry.

## Properties
Orbital gap   5.48 eV
LUMO   -1.087 eV

Geometry as ORCA input:
```
! RIJCOSX wB97M-V def2-TZVPD def2/J DEFGRID3
* xyz 0 1
Ir -0.072 0.122 -0.371
C -5.319 2.953 -4.899
C -4.863 1.738 -5.382
C -3.993 0.967 -4.634
C -3.549 1.400 -3.385
C -4.048 2.612 -2.894
C -4.917 3.379 -3.644
C -2.563 0.691 -2.565
C -1.325 0.270 -3.111
C -1.000 0.014 -4.471
C 0.221 -0.617 -4.484
C 0.681 -0.657 -3.141
C 1.981 -1.089 -2.726
C 2.528 -2.229 -3.451
C 1.660 -3.317 -3.634
C 2.060 -4.445 -4.315
C 3.342 -4.529 -4.835
C 4.220 -3.474 -4.643
C 3.823 -2.337 -3.966
C 2.625 -0.490 -1.600
N 1.923 0.086 -0.588
C 2.805 0.556 0.339
C 2.439 1.034 1.616
C 3.338 1.961 2.334
C 4.118 1.615 3.430
C 4.826 2.589 4.114
C 4.755 3.915 3.721
C 4.002 4.263 2.612
C 3.304 3.292 1.919
C 1.213 0.753 2.248
C 0.922 0.915 3.635
C -0.382 0.543 3.819
C -0.906 0.208 2.531
N 0.091 0.305 1.609
C -2.265 -0.009 2.242
C -2.797 -0.011 0.939
C -4.183 0.052 0.606
C -4.257 0.362 -0.724
C -2.919 0.440 -1.215
N -2.062 0.167 -0.197
C -3.249 0.040 3.348
C -3.816 -1.117 3.868
C -4.782 -1.040 4.856
C -5.204 0.194 5.322
C -4.641 1.349 4.807
C -3.665 1.279 3.830
C 4.127 0.325 -0.128
C 4.017 -0.358 -1.313
N -0.260 -0.102 -2.339
H -5.992 3.559 -5.488
H -5.188 1.389 -6.352
H -3.685 0.003 -5.005
H -3.718 2.953 -1.923
H -5.272 4.319 -3.248
H -1.608 0.238 -5.324
H 0.765 -0.989 -5.331
H 0.675 -3.278 -3.193
H 1.366 -5.263 -4.437
H 3.647 -5.406 -5.387
H 5.222 -3.524 -5.047
H 4.501 -1.501 -3.895
H 4.159 0.583 3.743
H 5.421 2.315 4.974
H 5.280 4.677 4.279
H 3.942 5.295 2.296
H 2.695 3.553 1.064
H 1.617 1.236 4.388
H -0.945 0.524 4.734
H -4.991 -0.102 1.296
H -5.141 0.484 -1.319
H -3.498 -2.078 3.494
H -5.210 -1.945 5.261
H -5.973 0.255 6.078
H -4.964 2.315 5.166
H -3.233 2.183 3.425
H 5.025 0.586 0.401
H 4.818 -0.738 -1.915
O 0.528 6.306 4.388
C -0.611 6.457 3.592
N -0.411 5.947 2.255
C -1.010 4.805 1.820
O -1.880 4.244 2.463
C -0.480 4.256 0.548
C 0.223 4.954 -0.452
C 0.754 4.204 -1.491
C 0.620 2.831 -1.507
N -0.081 2.163 -0.558
C -0.637 2.890 0.410
H 0.661 5.372 4.595
H -0.807 7.535 3.548
H -1.482 5.929 4.002
H 0.388 6.304 1.755
H 0.330 6.026 -0.435
H 1.299 4.688 -2.285
H 1.066 2.239 -2.292
H -1.230 2.381 1.157
C 1.427 -8.171 -0.579
C 1.277 -6.712 -0.271
C 2.353 -5.850 -0.402
C 2.229 -4.491 -0.148
C 3.410 -3.583 -0.293
C 0.983 -3.999 0.231
C -0.121 -4.839 0.367
C -1.456 -4.279 0.761
C 0.047 -6.193 0.120
C 0.821 -2.526 0.526
O 1.391 -2.034 1.487
O 0.044 -1.936 -0.297
H 2.412 -8.384 -0.988
H 0.678 -8.478 -1.308
H 1.283 -8.775 0.315
H 3.321 -6.240 -0.684
H 4.220 -4.067 -0.833
H 3.778 -3.269 0.684
H 3.132 -2.683 -0.834
H -1.376 -3.699 1.681
H -2.184 -5.075 0.904
H -1.809 -3.601 -0.016
H -0.797 -6.858 0.235
*
```